DFT (ωB97M-V/def2-TZVPD) results for a molecular structure, C26H32N4O in a non-equilibrium geometry.

```
63
Properties=species:S:1:pos:R:3:forces:R:3:nbo_charge:R:1
C 1.794 2.713 -3.908 -2.93 -0.96 -3.65 -0.648
C 1.582 1.258 -3.421 1.67 0.93 -2.02 0.050
C 1.129 0.187 -4.311 1.99 10.53 3.90 -0.215
C 1.108 -1.017 -4.048 -3.84 -7.44 -8.32 -0.202
C 1.439 -1.302 -2.912 7.72 -5.28 15.39 -0.206
C 2.126 -0.370 -1.949 -2.55 0.26 -4.27 -0.126
C 2.231 1.058 -2.224 -5.79 -14.99 -10.12 -0.135
C 2.499 1.813 -1.296 8.33 10.56 14.50 -0.249
N 1.595 2.252 -0.289 -2.50 1.80 3.81 -0.455
C 0.551 3.272 -0.535 -2.38 -7.00 6.79 -0.231
C -0.569 2.423 -1.152 -4.49 4.82 -0.70 -0.331
H -0.442 2.017 -2.226 0.15 0.53 2.19 0.248
H -1.577 3.517 -1.348 2.45 -3.39 0.39 0.168
C -1.202 1.448 -0.150 -5.25 1.84 -4.57 -0.086
N -1.953 2.087 0.887 -0.01 0.50 3.04 -0.177
C -2.510 1.513 1.904 -5.31 -4.73 3.29 0.334
C -3.004 2.497 2.925 3.08 -4.02 -4.22 -0.332
C -2.284 3.603 2.500 -2.44 -4.31 -0.05 -0.034
N -1.775 3.240 1.388 5.23 8.83 -4.78 -0.309
H -2.244 4.467 3.026 0.68 2.92 0.61 0.206
H -3.597 2.128 3.648 -1.72 -0.52 2.78 0.228
N -2.754 0.070 1.716 -1.70 -1.87 -1.32 -0.700
C -3.192 -0.873 2.737 0.88 3.20 -0.30 0.698
O -3.161 -0.462 3.931 -0.61 -2.49 -3.71 -0.616
C -3.622 -2.417 2.034 8.95 2.75 7.01 -0.425
H -4.393 -2.217 1.542 -6.24 1.08 -4.92 0.197
H -3.838 -2.637 3.036 -0.84 -2.14 1.19 0.228
C -2.258 -2.944 1.515 1.06 16.60 4.75 -0.309
H -2.387 -3.694 1.132 -2.22 -14.56 -7.71 0.149
H -1.958 -2.116 0.707 -0.55 -2.10 1.17 0.174
C -1.081 -2.980 2.446 0.81 11.94 -6.84 -0.351
C 0.169 -3.002 1.645 -1.92 -0.02 3.35 -0.089
C 0.443 -4.000 0.807 11.07 9.85 0.25 -0.155
C 1.609 -3.958 0.075 -0.31 1.57 2.64 -0.195
C 2.702 -3.165 0.410 3.70 -3.80 -4.01 -0.204
C 2.586 -2.466 1.487 -2.28 6.44 3.03 -0.234
C 1.169 -2.213 1.978 7.62 3.91 3.97 -0.154
H 1.379 -1.358 3.009 -1.86 -2.68 -3.33 0.224
H 3.378 -1.656 1.687 -1.17 -1.63 0.49 0.216
H 3.825 -3.405 -0.094 -3.37 0.91 1.18 0.216
H 1.819 -4.730 -0.488 0.62 -3.74 -3.44 0.193
H -0.090 -4.621 0.568 -10.66 -11.82 -4.04 0.163
H -0.977 -1.897 3.028 -0.67 -2.60 -1.29 0.204
H -1.206 -3.561 3.109 -1.02 -8.47 8.83 0.183
H -2.883 -0.310 0.632 0.38 1.59 3.95 0.400
C -0.256 0.580 0.315 8.19 -1.04 -4.88 -0.432
C 1.051 1.404 0.807 2.42 -5.58 -12.08 -0.175
H 1.795 0.718 1.082 1.17 -1.43 0.10 0.192
H 0.763 1.710 1.602 -3.15 5.88 9.61 0.170
H -0.339 -0.158 0.928 -1.86 -4.11 4.41 0.229
H 0.098 -0.116 -0.673 -0.76 2.05 2.29 0.216
H -2.067 0.918 -0.754 1.56 0.61 0.84 0.198
H 0.838 3.838 -1.187 3.39 6.73 -7.16 0.165
H 0.319 3.877 0.461 0.11 -1.64 -2.29 0.242
H 3.390 1.473 -0.501 -1.66 -0.42 -2.21 0.208
H 3.100 2.724 -1.503 -0.61 0.14 -0.81 0.219
H 2.389 -0.748 -1.033 0.92 -0.96 2.09 0.196
H 1.700 -2.449 -2.564 -1.33 2.78 -0.84 0.201
H 0.828 -1.852 -4.738 0.09 1.10 0.24 0.214
H 1.014 0.672 -5.107 -1.73 2.76 -7.32 0.196
H 1.330 2.808 -5.052 1.73 -0.23 2.59 0.203
H 2.819 3.091 -3.830 -0.45 -0.15 -0.06 0.229
H 1.053 3.322 -3.414 0.23 0.66 0.58 0.216
```
Forces are in eV/Å.

Calculated values
charge: 0
gap between HOMO and LUMO: 8.22 eV
E_LUMO: 0.468 eV
energy above the lowest of the compared OMol25 structures with the same formula, charge and spin: 2567.7 kJ/mol